# 1
{
  "formula": "C5H11P",
  "method": "ωB97M-V/def2-TZVPD",
  "elements": ["C", "C", "C", "P", "C", "C", "H", "H", "H", "H", "H", "H", "H", "H", "H", "H", "H"],
  "coordinates": [[1.9766, 1.4103, -0.2902], [1.1259, 0.4490, -0.2254], [1.4270, -1.0546, 0.0020], [-0.8399, 1.2444, -0.2979], [-1.3247, 0.5396, 1.3621], [-1.6035, -0.1307, -1.3527], [3.0924, 1.1420, -0.4232], [1.6352, 2.4331, -0.2234], [0.5816, -1.5079, 0.3540], [2.2035, -1.1755, 0.6940], [1.6029, -1.4169, -0.9182], [-0.6322, -0.2863, 1.5025], [-1.4282, 1.2821, 2.1808], [-2.3575, 0.1577, 1.4284], [-1.5158, 0.2476, -2.3020], [-0.9913, -1.0739, -1.1334], [-2.6126, -0.0124, -1.0017]],
  "forces_ev_per_a": [[3.6, 0.7, -0.5], [-4.1, -0.9, 0.8], [-0.6, 4.2, 0.4], [2.3, -2.0, 0.5], [-1.2, 0.4, 0.2], [1.8, 0.0, 3.2], [-1.6, 0.8, 0.6], [0.4, 0.2, -0.5], [-2.2, -1.4, 1.1], [1.3, -0.2, 0.8], [1.1, -1.8, -3.1], [-0.1, 0.1, 0.8], [1.2, -0.3, -0.4], [0.3, -0.3, -0.7], [0.2, 0.3, -2.6], [-1.6, 1.1, -0.5], [-0.6, -1.0, -0.1]],
  "mulliken_charge": [-0.7509, 0.4510, -1.5661, 0.1524, -0.9833, -0.9961, 0.2192, 0.2970, 0.4383, 0.3893, 0.4662, 0.2619, 0.3178, 0.3473, 0.3300, 0.2643, 0.3617],
  "orbital_gap_ev": 9.805,
  "smiles": "C=C(C)P(C)C",
  "total_charge": 0,
  "multiplicity": 1
}

---

# 2
{
  "formula": "C22H27BrCl3N2O2Pd",
  "method": "ωB97M-V/def2-TZVPD",
  "elements": ["Pd", "C", "C", "C", "C", "C", "C", "C", "Br", "C", "O", "C", "C", "C", "C", "C", "C", "H", "H", "H", "H", "H", "H", "H", "H", "H", "H", "H", "H", "H", "H", "H", "H", "H", "H", "H", "H", "O", "C", "C", "C", "C", "C", "C", "N", "H", "H", "H", "H", "H", "H", "H", "Cl", "C", "Cl", "Cl", "C", "N"],
  "coordinates": [[-0.3091, 0.6241, 0.7512], [-5.6406, 1.2505, -4.3212], [-5.8665, 2.1375, -3.0992], [-5.9518, 3.6397, -3.5474], [-7.2352, 1.7669, -2.4252], [-4.8319, 2.0475, -2.0654], [-3.6853, 1.1531, -2.2436], [-2.7564, 1.0841, -1.2927], [-1.2501, -0.0470, -1.4577], [-2.8523, 1.8954, -0.0456], [-1.9792, 1.8090, 0.8121], [-4.0326, 2.8149, 0.1353], [-4.9362, 2.8326, -0.8739], [-4.1604, 3.6504, 1.3848], [-2.9497, 4.6093, 1.4904], [-5.4306, 4.5038, 1.3465], [-4.2527, 2.7213, 2.6197], [-6.4647, 1.3989, -5.0164], [-5.6301, 0.1892, -4.0657], [-4.7251, 1.5092, -4.8565], [-6.7409, 3.6822, -4.2978], [-5.0188, 3.9665, -4.0047], [-6.2188, 4.3124, -2.7357], [-7.9878, 1.8628, -3.2075], [-7.5046, 2.4359, -1.6112], [-7.2318, 0.7373, -2.0699], [-3.6188, 0.5662, -3.1492], [-5.7962, 3.4768, -0.7851], [-2.9693, 5.3457, 0.6866], [-1.9853, 4.1055, 1.4709], [-3.0296, 5.1491, 2.4336], [-5.4269, 5.2129, 0.5168], [-5.4814, 5.0879, 2.2645], [-6.3358, 3.8956, 1.3044], [-3.4190, 2.0282, 2.7133], [-5.1782, 2.1453, 2.6011], [-4.2727, 3.3478, 3.5111], [1.3114, -0.4803, 0.7198], [2.2269, -0.4274, 1.8309], [1.6509, 0.5432, 2.8165], [2.2770, 0.8371, 4.0127], [1.6932, 1.7447, 4.8802], [0.4881, 2.3445, 4.5335], [-0.0936, 2.0174, 3.3313], [0.4799, 1.1349, 2.4947], [1.4829, -1.0608, -0.0764], [3.2025, -0.0925, 1.4762], [2.3172, -1.4225, 2.2684], [3.2147, 0.3557, 4.2571], [2.1733, 1.9834, 5.8200], [0.0048, 3.0569, 5.1863], [-1.0292, 2.4519, 3.0096], [3.3087, -4.3258, -3.1320], [1.9011, -3.3851, -3.5977], [2.2411, -2.3440, -4.9775], [0.5021, -4.4156, -3.8994], [1.5581, -2.5087, -2.4597], [1.2912, -1.8282, -1.5768]],
  "forces_ev_per_a": [[0.1, 0.0, 0.0], [0.0, 0.0, 0.0], [0.0, 0.0, 0.0], [0.0, 0.0, 0.0], [0.0, 0.0, 0.0], [0.0, 0.0, 0.0], [0.0, 0.0, 0.0], [0.0, 0.0, 0.0], [-0.1, 0.0, -0.1], [0.1, 0.0, 0.0], [-0.1, 0.0, 0.0], [0.0, 0.0, 0.0], [0.0, 0.0, 0.0], [0.0, 0.0, 0.0], [0.0, 0.0, 0.0], [0.0, 0.0, 0.0], [0.0, 0.0, 0.0], [0.0, 0.0, 0.0], [0.0, 0.0, 0.0], [0.0, 0.0, 0.0], [0.0, 0.0, 0.0], [0.0, 0.0, 0.0], [0.0, 0.0, 0.0], [0.0, 0.0, 0.0], [0.0, 0.0, 0.0], [0.0, 0.0, 0.0], [0.0, 0.0, 0.0], [0.0, 0.0, 0.0], [0.0, 0.0, 0.0], [0.0, 0.0, 0.0], [0.0, 0.0, 0.0], [0.0, 0.0, 0.0], [0.0, 0.0, 0.0], [0.0, 0.0, 0.0], [0.0, 0.0, 0.0], [0.0, 0.0, 0.0], [0.0, 0.0, 0.0], [-0.1, 0.0, -0.1], [0.0, 0.0, 0.0], [0.0, 0.0, 0.0], [0.0, 0.0, 0.0], [0.0, 0.0, 0.0], [0.0, 0.0, 0.0], [0.0, 0.0, 0.0], [0.0, 0.1, 0.1], [0.1, -0.1, 0.0], [0.0, 0.0, 0.0], [0.0, 0.0, 0.0], [0.0, 0.0, 0.0], [0.0, 0.0, 0.0], [0.0, 0.0, 0.0], [0.0, 0.0, 0.0], [0.0, 0.0, 0.0], [0.0, 0.0, 0.0], [0.0, 0.0, 0.0], [0.0, 0.0, 0.0], [0.0, 0.0, 0.0], [0.1, 0.0, 0.0]],
  "mulliken_charge": [1.0331, -2.0982, 1.6562, -1.3867, -1.3859, 0.0610, -0.7397, -0.2813, 0.0563, 1.1301, -0.8334, 0.1169, -0.3587, 1.8980, -1.4493, -2.1281, -1.4461, 0.4256, 0.4750, 0.4754, 0.4564, 0.4099, 0.3843, 0.4556, 0.3853, 0.4103, 0.7026, 0.6248, 0.3858, 0.2816, 0.4547, 0.4495, 0.4241, 0.4496, 0.2800, 0.3836, 0.4570, -0.5426, -0.1497, 0.1531, -0.7986, -0.2268, -0.9865, -0.0695, -0.2616, 0.6006, 0.4116, 0.4087, 0.4704, 0.4713, 0.4516, 0.6993, -0.0441, 0.8062, -0.0499, -0.0585, -0.2926, -0.6074],
  "orbital_gap_ev": 5.097,
  "total_charge": 3,
  "multiplicity": 1
}

---

Energy relative to the best compared isomer or geometry (same formula, charge and spin) values (in kcal per mole) by entry order: 36.8; 12.6.